15
Properties=species:S:1:pos:R:3:forces:R:3 method="wB97M-V/def2-TZVPD" total_charge=0 total_energy_ev=-18089.42837 e_homo_ev=-8.4 gap_ha=0.3318 smiles="C#[N+][S-].C/C=N/C" relative_energy_ev=4.314
C -0.8147 1.8181 -1.3440 -0.69 0.67 -2.16
C 0.7328 -0.9907 0.8710 2.36 1.92 -1.22
C 2.0229 -0.1259 0.6538 -2.37 -0.16 0.85
C -1.6158 -0.8961 0.7889 0.59 -0.32 -0.32
N -0.8801 1.8913 -2.5034 0.44 -0.05 3.12
N -0.2783 -0.2723 0.7518 -1.62 -1.31 0.01
S -0.7827 2.1039 -4.0112 -0.17 0.41 -3.20
H -0.5374 1.2736 -0.5173 0.42 -0.94 2.20
H 0.7083 -2.0854 0.9750 0.23 0.31 0.16
H 2.6173 -0.1966 1.4872 1.36 -0.09 2.56
H 1.8288 0.9562 0.5260 -0.36 -0.84 -0.19
H 2.6834 -0.4840 -0.0470 1.08 -0.91 -2.34
H -2.0124 -0.2540 1.5889 -1.27 -0.56 -0.65
H -1.9487 -0.6970 -0.2844 -0.56 -0.32 1.74
H -1.7235 -2.0410 1.0648 0.56 2.19 -0.57